C27H82N14O15 | ωB97M-V with the def2-TZVPD basis set

Last column: Löwdin charge in e.
Atoms and positions in Å:
C1 -0.47056 -7.18246 3.62846  -0.78
C2 3.06225 5.52356 2.89891  -0.18
H1 13.30509 0.37245 1.00591  0.08
N1 -0.59023 -0.98662 8.77914  0.17
H2 3.75374 6.35702 2.77534  0.11
O1 0.78086 -1.93673 7.24318  0.02
H3 -5.32034 2.33740 6.05941  0.09
O2 -4.12912 4.35491 -2.58210  0.07
H4 -9.24010 0.77200 4.78116  0.06
H5 9.66708 0.57685 0.77770  0.11
H6 2.10853 1.49165 -6.64990  0.07
H7 2.93767 2.64580 -7.68010  0.08
O3 0.69523 5.70596 -6.23710  -0.19
C3 -6.05798 -0.60693 -7.85762  -0.24
H8 1.18393 7.30643 2.21879  0.07
H9 -2.38337 -7.39714 3.39822  0.11
O4 11.44995 -0.35436 0.30213  -0.22
O5 -0.05948 -0.95560 0.66548  -0.06
H10 3.30959 -7.88677 -5.64636  0.12
O6 3.85498 4.33620 2.99172  -0.20
N2 -4.82978 5.26127 -4.54725  0.15
H11 -7.73922 -0.01110 -8.87838  0.11
H12 4.59427 -6.69610 -5.65519  0.13
H13 2.47453 5.03023 -7.14527  0.11
H14 -5.98638 0.69906 5.81430  0.08
N3 -9.94483 0.89347 5.49439  0.03
H15 -0.80102 -0.12144 -1.91598  0.09
C4 3.24134 3.29038 3.84528  -0.08
C5 10.04570 -0.42462 0.57326  -0.17
H16 -4.40750 -5.03370 -0.43732  0.12
H17 2.51598 5.67545 3.82984  0.11
C6 -5.46287 -4.83543 -0.62431  -0.22
H18 1.81962 -7.54753 -4.63169  0.10
H19 8.80428 -0.71404 -2.71315  0.08
H20 -9.95790 0.15881 6.18737  0.06
N4 0.36682 -6.92782 4.57800  0.15
C7 -10.43612 2.16192 7.56778  -0.06
H21 -5.19276 6.09214 -4.99221  0.10
H22 10.34557 -0.22177 -2.37204  0.07
H23 0.84499 3.57834 -5.63344  0.13
C8 9.18037 -1.03298 -0.62580  -0.44
O7 5.97786 -5.92601 4.80233  0.02
H24 -7.33579 -5.37922 -0.00689  0.08
C9 -5.74027 -3.32217 -0.50194  -0.26
H25 0.35006 2.06040 -7.81090  0.06
C10 2.12482 5.46540 1.58614  -0.39
H26 7.02306 -5.08652 2.09820  0.11
H27 -8.06351 -1.45514 -7.93053  0.12
C11 9.35899 -0.23108 -1.90871  -0.08
C12 1.40560 4.81977 -7.17976  -0.16
H28 3.01154 2.91947 -5.91404  0.08
C13 1.13797 3.41803 -6.67102  -0.47
N5 6.78969 -5.76353 2.81045  0.17
C14 2.40530 2.53701 -6.73519  -0.05
H29 11.99128 1.08343 1.67275  0.08
O8 -6.41470 -5.60258 0.14576  -0.06
H30 1.41760 -1.77571 -2.28610  0.13
H31 -0.65481 -0.61181 9.71478  0.11
H32 9.09901 0.78884 -1.62539  0.08
H33 -7.64083 1.08506 6.99285  0.12
N6 -1.73920 -6.96839 4.04731  0.14
H34 3.86184 2.40845 4.00431  0.08
C15 12.30297 0.09562 1.33336  -0.10
C16 -7.33356 -0.97950 -8.58555  -0.28
H35 0.18596 -2.64792 -0.48697  0.11
N7 0.96715 4.61370 1.82963  0.02
H36 6.94661 -6.75333 2.68483  0.13
H37 -1.94999 -6.65576 4.98429  0.10
C17 -5.90000 1.70006 5.39166  -0.06
N8 7.79696 -1.04107 -0.27814  0.02
O9 -7.03488 -1.80593 -9.67284  -0.05
H38 1.40542 -0.90122 10.07480  0.11
H39 2.88548 3.72714 4.77840  0.08
H40 1.60592 -1.98293 0.09485  0.12
O10 -0.45710 -0.91232 -2.33767  -0.04
H41 1.20149 -0.13374 -1.72784  0.12
C18 3.43790 -6.68779 -4.07673  -0.81
O11 -7.27160 2.14575 5.32729  -0.21
H42 1.05224 4.75546 -8.20890  0.12
H43 9.44015 -2.06369 -0.86715  0.13
N9 -5.58411 5.99130 -2.62698  0.14
H44 -5.59566 1.59442 4.35037  0.09
N10 3.84581 -7.17340 -5.17343  0.16
H45 2.70443 5.07875 0.74789  0.12
H46 -6.21055 0.29694 -7.26784  0.11
H47 -1.40691 -1.12637 8.20156  0.12
H48 1.36841 -7.01978 4.48600  0.12
H49 -5.70171 5.98873 -1.62386  0.12
H50 -4.72891 -1.92355 -7.31172  0.08
H51 1.75400 -6.68308 -3.02894  0.13
C19 6.25369 -5.24376 3.83937  -0.85
H52 -5.72722 -2.85641 0.48345  0.12
O12 -6.87277 -2.95136 -1.27518  -0.07
N11 2.16782 -6.92282 -3.91853  0.15
C20 1.04130 7.04592 -6.22744  -0.15
C21 1.58194 6.90507 1.28681  -0.07
H53 -11.48711 2.38304 7.38172  0.07
C22 -4.77395 5.12513 -3.21026  -0.79
H54 2.09696 7.10163 -5.96176  0.08
H55 1.18142 3.63118 1.92366  0.05
H56 2.30008 -1.87700 8.88564  0.13
C23 0.64460 -1.67405 -0.31571  -0.26
H57 0.66580 6.86636 0.69751  0.06
C24 -7.96485 2.00416 6.50462  -0.26
H58 0.12672 -6.05392 5.02380  0.11
H59 -9.65619 3.01523 5.75959  0.13
H60 -5.28101 -0.41410 -8.59738  0.12
H61 7.25027 -1.74805 -0.74870  0.08
H62 0.25515 4.68530 1.11688  0.07
H63 2.32237 2.85821 3.44925  0.06
O13 4.08419 -6.24682 -3.12967  0.02
H64 0.82814 7.64364 -7.11366  0.08
H65 -10.48616 1.23904 8.14561  0.06
H66 -4.16312 4.64384 -4.98820  0.11
N12 1.46003 -1.41925 9.20948  0.15
H67 -0.64269 2.36483 -6.60996  0.07
H68 -6.43964 -3.00503 -2.13023  0.08
H69 0.06575 -1.22173 1.57931  0.09
C25 -9.51053 2.06843 6.27964  -0.38
H70 0.43702 7.51478 -5.45083  0.09
H71 -4.91812 -2.75562 -0.93918  0.11
H72 6.10523 -3.59558 2.81501  0.11
C26 0.74808 -1.12494 -1.72365  -0.29
H73 5.05316 -3.73029 4.23563  0.13
H74 7.42083 -0.12489 -0.47624  0.07
C27 0.51901 -1.48637 8.34117  -0.83
H75 -7.65599 2.89645 7.04919  0.12
H76 -5.44555 -5.03234 -1.69624  0.11
N13 5.83330 -4.04593 3.67719  0.17
H77 12.24983 -0.79736 1.95615  0.09
H78 2.21492 7.62928 0.77401  0.07
O14 -0.21550 -7.50074 2.49895  0.05
H79 9.87671 -0.98690 1.49162  0.11
H80 -6.31200 6.31028 -3.25031  0.10
O15 -5.67938 -1.83097 -7.21363  -0.07
N14 -0.01957 2.82208 -7.26014  0.04
H81 -9.96756 2.87957 8.24124  0.06
H82 -6.98961 -2.69561 -9.31500  0.09

Output
- F_max (eV/A) = 7.1
- Kohn-Sham gap (hartree) = 0.3327
- lowest unoccupied orbital energy (eV) = 0.090
- total energy (Ha) = -2972.88656